C54H53As2NP2PdS as an isolated structure. Source: the OMol25 dataset; level of theory: the ωB97M-V functional and the def2-TZVPD basis.

Last column: Löwdin charge in e.
Cartesian coordinates (Å):
Pd1 0.15 0.71 -0.04  0.23
C1 -0.27 4.14 0.17  -0.40
C2 0.57 4.11 -1.10  -0.37
As1 1.17 2.29 -1.57  1.24
C3 3.08 2.33 -1.78  -0.40
C4 3.67 2.36 -3.04  -0.10
C5 5.05 2.30 -3.15  -0.06
C6 5.84 2.20 -2.01  -0.06
C7 5.25 2.17 -0.75  -0.06
C8 3.87 2.23 -0.63  -0.13
C9 0.45 1.96 -3.33  -0.39
C10 0.12 0.65 -3.66  -0.12
C11 -0.41 0.37 -4.91  -0.06
C12 -0.62 1.40 -5.82  -0.06
C13 -0.29 2.70 -5.49  -0.06
C14 0.25 2.99 -4.24  -0.10
As2 -1.40 2.55 0.30  1.22
C15 -2.40 2.71 1.93  -0.38
C16 -3.76 2.45 1.93  -0.11
C17 -4.47 2.51 3.13  -0.06
C18 -3.81 2.82 4.31  -0.05
C19 -2.44 3.08 4.30  -0.07
C20 -1.73 3.02 3.11  -0.12
C21 -2.66 2.71 -1.14  -0.39
C22 -2.89 1.61 -1.96  -0.12
C23 -3.78 1.72 -3.02  -0.06
C24 -4.42 2.93 -3.26  -0.05
C25 -4.19 4.02 -2.44  -0.06
C26 -3.31 3.92 -1.37  -0.09
H1 -0.90 5.03 0.22  0.08
H2 0.36 4.13 1.06  0.07
H3 1.46 4.74 -1.01  0.08
H4 -0.01 4.48 -1.95  0.06
H5 3.06 2.42 -3.93  0.10
H6 5.51 2.33 -4.12  0.12
H7 6.91 2.15 -2.10  0.12
H8 5.86 2.10 0.14  0.11
H9 3.41 2.19 0.35  0.09
H10 0.28 -0.16 -2.96  0.07
H11 -0.66 -0.65 -5.18  0.11
H12 -1.04 1.18 -6.80  0.12
H13 -0.45 3.50 -6.20  0.12
H14 0.51 4.01 -4.00  0.11
H15 -4.28 2.22 1.01  0.10
H16 -5.53 2.32 3.13  0.11
H17 -4.36 2.87 5.24  0.12
H18 -1.93 3.34 5.22  0.11
H19 -0.67 3.22 3.12  0.10
H20 -2.39 0.67 -1.77  0.07
H21 -3.96 0.87 -3.66  0.11
H22 -5.11 3.02 -4.09  0.12
H23 -4.70 4.96 -2.62  0.12
H24 -3.14 4.77 -0.73  0.11
C27 -0.37 -5.20 4.93  -0.41
S1 -0.54 -5.73 3.21  0.82
C28 1.10 -5.27 2.61  -0.48
C29 1.21 -3.81 2.19  -0.24
C30 0.45 -3.57 0.90  -0.23
N1 0.34 -2.15 0.51  -0.41
P1 1.52 -1.13 -0.17  0.89
C31 2.99 -1.06 0.87  -0.35
C32 3.02 -0.14 1.92  -0.12
C33 4.11 -0.10 2.77  -0.06
C34 5.17 -0.97 2.58  -0.05
C35 5.15 -1.88 1.53  -0.05
C36 4.06 -1.93 0.67  -0.08
C37 2.04 -1.77 -1.76  -0.36
C38 3.12 -1.16 -2.39  -0.09
C39 3.46 -1.53 -3.68  -0.05
C40 2.73 -2.51 -4.34  -0.05
C41 1.67 -3.13 -3.71  -0.05
C42 1.31 -2.76 -2.42  -0.09
P2 -0.87 -1.06 0.98  0.88
C43 -1.17 -1.14 2.74  -0.35
C44 -0.56 -0.21 3.58  -0.10
C45 -0.75 -0.28 4.95  -0.06
C46 -1.55 -1.28 5.48  -0.04
C47 -2.17 -2.21 4.65  -0.06
C48 -1.98 -2.15 3.28  -0.09
C49 -2.41 -1.48 0.16  -0.36
C50 -2.40 -2.15 -1.06  -0.09
C51 -3.58 -2.32 -1.77  -0.06
C52 -4.77 -1.81 -1.27  -0.05
C53 -4.78 -1.14 -0.06  -0.05
C54 -3.61 -0.97 0.66  -0.09
H25 -1.32 -5.40 5.42  0.04
H26 -0.15 -4.14 5.00  0.02
H27 0.41 -5.78 5.42  0.04
H28 1.32 -5.93 1.76  0.08
H29 1.83 -5.52 3.38  0.08
H30 2.27 -3.54 2.06  0.10
H31 0.82 -3.17 2.98  0.10
H32 -0.57 -3.95 0.99  0.10
H33 0.92 -4.11 0.08  0.12
H34 2.19 0.54 2.06  0.07
H35 4.13 0.61 3.59  0.11
H36 6.02 -0.94 3.25  0.12
H37 5.98 -2.56 1.38  0.12
H38 4.05 -2.64 -0.14  0.12
H39 3.69 -0.39 -1.89  0.10
H40 4.30 -1.05 -4.17  0.12
H41 3.01 -2.81 -5.35  0.12
H42 1.11 -3.91 -4.22  0.12
H43 0.48 -3.25 -1.93  0.08
H44 0.05 0.58 3.15  0.08
H45 -0.28 0.44 5.60  0.11
H46 -1.70 -1.33 6.55  0.12
H47 -2.79 -2.98 5.07  0.12
H48 -2.46 -2.88 2.64  0.11
H49 -1.47 -2.54 -1.46  0.08
H50 -3.57 -2.86 -2.71  0.11
H51 -5.69 -1.95 -1.82  0.12
H52 -5.71 -0.75 0.34  0.12
H53 -3.62 -0.45 1.61  0.10

Maximum force = 0.10 eV/Å
E = -212909.2208 eV
Frontier orbital gap = 7.21 eV
E_HOMO = -12.43 eV
Net charge = +2